Molecular formula: C20H31N3O2
Method: DFT, wB97M-V/def2-TZVPD

Calculated values
Calculated total energy = -1095.52908 Ha
SMILES = Cc1ccc(NC(=O)[C@@H](CC(C)C)NC(=O)[C@H]2CC[C@@H](C)CC2)nc1
HOMO level = -0.323 Ha
Kohn-Sham gap = 9.60 eV
Energy above the lowest of the compared OMol25 structures with the same formula, charge and spin = 10.9 kJ/mol
2S+1 = 1
LUMO level = 0.819 eV

Structure (XYZ):
```
56
Properties=species:S:1:pos:R:3:forces:R:3
C -5.858099 -3.381500 -0.064091 -0.0092 0.0415 0.0418
C -4.692070 -2.445232 -0.093350 0.1137 0.0455 0.0699
C -4.329834 -1.760344 -1.245908 -0.1467 -0.1991 0.2094
N -3.315513 -0.917568 -1.313316 0.3943 0.3411 -0.0652
C -2.590649 -0.707087 -0.221164 -0.3834 -0.2842 0.1208
C -2.853794 -1.336429 0.993893 0.0669 0.0270 0.0992
C -3.920451 -2.212359 1.043479 -0.0332 0.1070 -0.3857
H -4.157057 -2.720789 1.967373 -0.0044 -0.0421 0.0973
H -2.240016 -1.138838 1.855765 0.0396 0.0225 0.0159
N -1.554947 0.203936 -0.421839 0.0625 0.1242 -0.2625
C -0.677688 0.713614 0.480789 0.2363 0.0926 -0.5127
O -0.614664 0.389996 1.648128 -0.0431 -0.0052 0.3127
C 0.279806 1.756205 -0.106109 0.1139 0.1500 0.1662
N 1.593377 1.503703 0.445986 -0.4135 0.1679 0.1842
C 2.567255 0.890414 -0.274356 0.2578 0.2544 0.4437
O 2.474993 0.735958 -1.473995 0.0289 -0.1476 -0.4382
C 3.773774 0.496300 0.571333 0.2901 -0.0812 -0.0396
C 3.406488 -0.632398 1.545263 -0.1954 -0.0015 -0.0488
C 3.134151 -1.933475 0.797835 0.3297 0.0133 0.2246
C 4.360030 -2.361773 -0.007908 -0.2612 -0.0967 -0.3020
C 4.103472 -3.680600 -0.730638 0.1401 0.1943 0.2112
H 3.861254 -4.467889 -0.019595 -0.0421 -0.1329 0.0318
H 3.271246 -3.574942 -1.423217 -0.1116 -0.0085 -0.1067
H 4.982213 -3.985010 -1.294843 0.0693 -0.0836 -0.0957
C 4.715704 -1.256976 -1.001113 0.2016 -0.0463 0.2250
C 4.962913 0.074001 -0.295587 -0.2359 0.0972 -0.2046
H 5.153831 0.846870 -1.042153 0.0833 0.0268 0.0442
H 5.846267 -0.009123 0.343251 0.0204 0.0435 0.0210
H 3.897180 -1.132159 -1.709914 0.0168 -0.0577 -0.0592
H 5.609792 -1.536877 -1.562797 0.0090 -0.0328 -0.0590
H 5.199868 -2.499275 0.684712 -0.0007 0.0245 0.0384
H 2.288834 -1.793600 0.119916 -0.1077 -0.0703 -0.0713
H 2.864606 -2.714541 1.512672 -0.0779 -0.0250 -0.0280
H 2.530308 -0.361606 2.139097 0.0470 0.0126 0.0881
H 4.241642 -0.781434 2.234823 -0.0072 0.0316 0.0443
H 4.055449 1.384399 1.151136 -0.0656 -0.0533 -0.0492
H 1.633103 1.483189 1.454215 0.0804 -0.0756 -0.0663
C -0.164965 3.184377 0.243609 -0.1318 -0.1733 -0.3410
H -0.216393 3.277277 1.330603 0.0493 0.0531 0.0872
H 0.620250 3.854189 -0.112926 0.0538 -0.0539 0.0348
C -1.510944 3.595992 -0.372251 0.0222 0.2049 0.2525
C -2.677479 3.265839 0.557351 0.0944 -0.0815 -0.2352
H -2.622975 3.877354 1.455782 0.0121 0.0681 0.1245
H -2.668279 2.222273 0.857912 -0.1001 -0.0946 0.0999
H -3.625250 3.468668 0.063754 -0.1331 0.0117 -0.0047
C -1.510362 5.093633 -0.678892 -0.0291 -0.3009 -0.1151
H -2.470962 5.396943 -1.088375 -0.1008 0.1004 -0.0356
H -1.329152 5.665521 0.228558 0.0269 0.0956 0.1202
H -0.737003 5.339498 -1.402751 0.0887 0.0863 -0.0641
H -1.647914 3.057567 -1.316717 0.0136 -0.0116 -0.0181
H 0.371693 1.639285 -1.190499 -0.0579 0.0261 0.1526
H -1.515093 0.530535 -1.378916 0.0822 -0.0088 0.1451
H -4.881004 -1.890711 -2.168589 -0.1232 -0.0967 -0.0369
H -6.250697 -3.541745 -1.064927 -0.0733 -0.0612 -0.0391
H -5.565851 -4.341582 0.358136 -0.0536 -0.0904 -0.0188
H -6.653510 -2.972106 0.558522 -0.1032 -0.0472 -0.0031
```
Forces are in eV/Å.